Entry a
Entry from OMol25: C3H4N4 in the gas phase (the ωB97M-V functional and the def2-TZVPD basis).

total charge: 0
SMILES string: Nc1cncnn1

Each line ends with the Mulliken charge.
Geometry (Å):
N -1.43867 -1.45682 -0.05300  -0.418
C -0.56408 -0.38600 -0.03607  0.395
C 0.71247 -0.54064 0.46655  -0.134
N 1.48588 0.56240 0.56418  -0.462
C 1.18187 1.68610 -0.00780  0.002
N 0.04031 1.86558 -0.86224  -0.287
N -0.82913 0.92336 -0.88528  -0.198
H -1.10607 -2.41957 -0.09556  0.201
H -2.42424 -1.34326 -0.20933  0.217
H 1.19213 -1.47260 0.82272  0.322
H 1.74954 2.58144 0.29584  0.360

=====

Entry b
Entry from OMol25: 2 unconnected molecules or ions with the total composition C3H4N4 (the ωB97M-V functional and the def2-TZVPD basis).

total charge: 0

Each line ends with the Mulliken charge.
Geometry (Å):
N 2.03501 -0.15818 -0.53254  -0.348
C 0.78389 -0.25060 -0.07248  -0.284
C 0.24330 0.79231 0.60807  -0.201
N -1.07600 0.60370 0.95524  -0.201
C -2.07823 0.02092 0.71935  0.135
N -1.74003 -1.14866 -0.90080  -0.184
N -0.68880 -1.21558 -1.31422  -0.032
H 2.62224 0.61766 -0.24637  0.193
H 2.50741 -0.94816 -0.94108  0.202
H 0.68881 1.74857 0.87802  0.341
H -3.13339 -0.14485 0.79868  0.380

=====

Entry c
Entry from OMol25: C3H4N4 in the gas phase (the ωB97M-V functional and the def2-TZVPD basis).

total charge: 0
SMILES string: Nc1cncnn1

Each line ends with the Mulliken charge.
Geometry (Å):
N -0.51184 -0.94071 1.93882  -0.570
C -0.40765 -0.25330 0.57226  0.259
C 0.14329 -0.70652 -0.68068  -0.174
N 0.54198 0.16898 -1.72085  -0.472
C 0.35428 1.37694 -1.28716  0.039
N -0.23275 1.91601 -0.34747  -0.344
N -0.38063 1.15583 0.73015  -0.202
H -0.84476 -1.91047 1.58534  0.324
H 0.53140 -1.20546 2.25918  0.312
H 0.25369 -1.69732 -1.03816  0.435
H 0.55300 2.09602 -2.01143  0.391

=====

Stability ranking, top and bottom: entry a is the most stable and entry b is the least stable.

=====

Entry a
Entry from OMol25: C3H4N4 in the gas phase (the ωB97M-V functional and the def2-TZVPD basis).

total charge: 0
SMILES string: C=C=N/N=N\N=C

Each line ends with the Mulliken charge.
Geometry (Å):
C -0.06160 -0.36571 1.62448  -1.086
C 1.19620 -0.04538 1.47279  0.669
N 2.30530 0.43276 1.35841  -0.118
N 3.24946 0.17421 0.37594  -0.320
N 2.77486 -0.03486 -0.74148  -0.177
N 1.59481 -0.18428 -1.04659  0.185
C 0.52316 0.30822 -1.46409  -0.403
H -0.78407 0.10616 1.13422  0.362
H -0.32745 -1.07288 2.28335  0.283
H -0.32922 -0.42285 -1.82083  0.243
H 0.40109 1.34311 -1.51935  0.362

=====

Entry b
Entry from OMol25: 2 unconnected molecules or ions with the total composition C3H4N4 (the ωB97M-V functional and the def2-TZVPD basis).

total charge: 0

Each line ends with the Mulliken charge.
Geometry (Å):
C 2.41427 -0.46006 -0.06090  -0.242
C -1.00964 0.35857 0.21019  0.486
C -2.17428 -0.58013 0.06742  0.120
H 3.28013 0.28954 -0.47262  0.248
H 2.25550 -1.52750 -0.41464  0.277
H 0.18037 -1.47876 -0.68048  0.164
H -1.92919 2.27756 0.11091  0.281
N 1.43649 0.40046 0.40939  -0.227
N 0.18716 -0.30309 0.74253  -0.269
N -1.09488 1.67514 -0.04576  -0.492
N -3.54593 -0.65174 0.13397  -0.345

=====

Stability ranking, top and bottom: entry a is the most stable and entry b is the least stable.

=====

Entry a
Entry from OMol25: C3H4N4 in the gas phase (the ωB97M-V functional and the def2-TZVPD basis).

total charge: 0
SMILES string: Nc1cncnn1

Each line ends with the Mulliken charge.
Geometry (Å):
N 1.85553 -0.03902 -0.70445  -0.532
C 0.70317 -0.25376 -0.00462  0.473
C 0.16727 0.48723 1.08881  -0.120
N -1.10566 0.80420 0.98281  -0.430
C -1.79676 0.14036 0.05191  -0.050
N -1.38844 -1.04257 -0.39191  -0.345
N -0.07928 -1.24146 -0.39733  -0.300
H 2.08110 0.92857 -0.90176  0.260
H 1.88540 -0.63710 -1.52509  0.288
H 0.61129 0.44047 2.07392  0.357
H -2.76713 0.49304 -0.26670  0.399

=====

Entry b
Entry from OMol25: C3H4N4 in the gas phase (the ωB97M-V functional and the def2-TZVPD basis).

total charge: 0
SMILES string: NC1=C=NC=NN1

Each line ends with the Mulliken charge.
Geometry (Å):
N 1.88253 0.08495 -0.70247  -0.485
C 0.78215 0.10742 0.11602  0.317
C 0.14132 1.16583 0.66483  -0.012
N -1.12479 1.30763 0.79077  -0.492
C -1.79005 0.26487 0.13618  -0.016
N -1.30610 -0.92969 0.09153  -0.499
N 0.06392 -1.05912 0.37951  -0.017
H 2.01402 0.94996 -1.21498  0.263
H 1.93965 -0.74252 -1.28075  0.258
H -2.79842 0.42179 -0.22612  0.412
H 0.19575 -1.57111 1.24549  0.272

=====

Entry c
Entry from OMol25: C3H4N4 in the gas phase (the ωB97M-V functional and the def2-TZVPD basis).

total charge: 0

Each line ends with the Mulliken charge.
Geometry (Å):
N -0.15222 2.14881 -1.63354  -0.167
C 0.53851 1.22911 -0.99188  -0.800
C -0.32303 0.31073 -0.21885  0.186
N 0.33548 -0.58561 0.41782  -0.210
C -0.06064 -1.59275 1.22549  -0.056
N 0.99149 -2.26905 1.66541  0.545
N 1.94813 -2.77758 1.98366  -0.524
H -1.16858 2.26178 -1.63383  0.208
H 0.35359 2.82394 -2.19084  0.250
H -1.43174 0.39210 -0.19235  0.220
H -1.03098 -1.94149 1.56891  0.347

=====

Stability ranking, top and bottom: entry a is the most stable and entry c is the least stable.

=====

Entry a
Entry from OMol25: C5H12O3 in the gas phase (the ωB97M-V functional and the def2-TZVPD basis).

total charge: 0
SMILES string: CO[C@@H](C)C(C)(O)O

Each line ends with the Mulliken charge.
Geometry (Å):
C -2.21683 -0.18057 1.14139  -0.748
O -1.13817 0.45417 0.50791  -0.352
C -0.19454 -0.45008 -0.14079  0.239
C -0.69593 -0.88164 -1.51532  -1.437
C 1.09992 0.37185 -0.19875  0.896
C 1.52577 0.89614 1.16447  -1.615
O 0.96112 1.37496 -1.15156  -0.563
O 2.12098 -0.58634 -0.61395  -0.582
H -1.86667 -0.91302 1.88150  0.320
H -2.88071 -0.68815 0.43138  0.261
H -2.78116 0.60027 1.65070  0.261
H -0.02678 -1.32114 0.51009  0.343
H -0.01871 -1.61343 -1.94953  0.394
H -0.76453 -0.01486 -2.16700  0.335
H -1.68050 -1.33337 -1.42453  0.378
H 2.49966 1.37344 1.07466  0.436
H 0.78298 1.60332 1.52141  0.393
H 1.60960 0.07148 1.86500  0.352
H 1.67196 2.01633 -1.03666  0.351
H 1.99253 -0.77936 -1.55044  0.339

=====

Entry b
Entry from OMol25: a molecular structure, C5H12O3 (the ωB97M-V functional and the def2-TZVPD basis).

total charge: 0

Each line ends with the Mulliken charge.
Geometry (Å):
H 1.21293 2.20014 1.31640  0.171
C 0.16909 1.48204 1.34264  0.250
O -0.74515 2.06984 1.84254  -0.236
O -0.26365 0.99629 -0.37168  -0.594
C -0.48825 -0.41100 -0.49998  1.586
C -1.49893 -0.97151 0.38577  -1.669
C 0.93607 -1.09909 -0.17635  -1.310
C -0.77197 -0.69396 -1.95713  -1.627
H 0.41278 0.49197 1.97532  0.243
H -2.44887 -0.54037 0.14844  0.411
H -1.61946 -1.99378 0.15947  0.451
H -1.25836 -0.95221 1.43276  0.376
H 1.75426 -0.74157 -0.88320  0.302
H 1.15416 -1.15583 0.94377  0.295
H 0.80866 -2.15288 -0.47363  0.423
H 0.00207 -0.20828 -2.56433  0.402
H -0.77950 -1.78645 -2.14241  0.361
H -1.67045 -0.11533 -2.19280  0.408
O 2.53835 2.83773 1.29555  -0.550
H 2.55622 2.74426 0.41885  0.307

=====

Entry c
Entry from OMol25: 3 unconnected molecules or ions with the total composition C5H12O3 (the ωB97M-V functional and the def2-TZVPD basis).

total charge: 0

Each line ends with the Mulliken charge.
Geometry (Å):
O 2.49267 0.92906 -0.89283  -0.356
C 2.42949 -0.29005 -1.06778  -0.119
O -2.29611 0.90730 0.11307  -0.829
C 1.45435 -1.14772 -0.58852  -0.167
C 0.13526 -0.54990 -0.09317  0.972
C 0.20966 -0.20757 1.45978  -1.159
C -1.11380 -1.36270 -0.54817  -1.541
H -3.12812 1.34055 0.28277  0.177
H 3.28416 -0.79013 -1.76241  0.259
H 1.75619 -2.13720 -0.55689  0.438
H 0.08540 0.46649 -0.52841  0.153
H 0.35109 -1.16409 2.01567  0.401
H 1.07385 0.46886 1.71473  0.318
H -0.69293 0.33565 1.82304  0.283
H -2.03914 -1.03668 -0.14131  0.379
H -1.30119 -1.26253 -1.59847  0.403
H -0.96807 -2.42880 -0.34669  0.382
H -1.22221 2.07450 0.37713  0.385
H -0.04304 3.10550 -0.21971  0.271
O -0.46753 2.74947 0.55818  -0.651

=====

Entry d
Entry from OMol25: 3 unconnected molecules or ions with the total composition C5H12O3 (the ωB97M-V functional and the def2-TZVPD basis).

total charge: 0
SMILES string: C=C/C=C/CO.O.O

Each line ends with the Mulliken charge.
Geometry (Å):
C -2.69697 0.11803 1.56370  -0.645
C -2.16292 -0.85200 0.77966  -0.366
C -0.86637 -1.08559 0.06387  -0.098
C 0.25583 -1.30165 0.74227  -0.378
C 1.61164 -1.55661 -0.05739  -0.303
O 2.39305 -0.36268 0.15666  -0.589
H -2.27603 1.08922 1.66766  0.302
H -3.57437 -0.17638 2.10456  0.237
H -2.66708 -1.87933 0.87593  0.181
H -0.97810 -1.00399 -0.97506  0.401
H 0.40796 -1.35019 1.82651  0.400
H 1.44351 -1.48582 -1.10756  0.221
H 2.34259 -2.25727 0.31522  0.264
H 1.79351 0.28014 0.61945  0.317
O 0.19958 1.80793 -2.15875  -0.605
H -0.83368 1.87362 -2.02950  0.319
H 0.27087 1.41720 -2.97614  0.289
O 1.80863 2.40574 -0.13070  -0.619
H 1.43380 2.70744 -0.90964  0.312
H 2.09457 1.61218 -0.37077  0.362

=====

Stability ranking, top and bottom: entry a is the most stable and entry c is the least stable.

=====

Entry a
Entry from OMol25: 3 unconnected molecules or ions with the total composition C5H12O3 (the ωB97M-V functional and the def2-TZVPD basis).

total charge: 0
SMILES string: C=C/C(O)=C/C.O.O

Each line ends with the Mulliken charge.
Geometry (Å):
C 1.50632 -1.35938 -1.24077  -1.151
C 1.35748 -0.82304 -0.00805  -0.159
C 0.44725 0.37561 0.14663  0.239
O -0.75730 0.62785 -0.38873  -0.546
C 1.02934 1.43628 0.70455  -0.314
C 0.27817 2.70908 0.72035  -1.093
H 1.29351 -0.64820 -1.99591  0.498
H 1.90029 -2.34778 -1.54044  0.308
H 1.74861 -1.27961 0.86711  0.376
H -1.00399 -0.19903 -0.85597  0.339
H 1.94029 1.42490 1.17226  0.522
H -0.68976 2.46281 1.11116  0.232
H 0.65461 3.58328 1.20673  0.365
H 0.10562 3.03373 -0.32012  0.245
O -1.77798 -1.46740 1.62438  -0.611
H -2.64806 -1.68232 1.84920  0.297
H -1.90336 -0.47873 1.38250  0.346
O -1.47626 -1.81295 -1.61473  -0.677
H -1.36599 -1.68895 -0.74467  0.415
H -0.63878 -1.86616 -2.07547  0.368

=====

Entry b
Entry from OMol25: 3 unconnected molecules or ions with the total composition C5H12O3 (the ωB97M-V functional and the def2-TZVPD basis).

total charge: 0
SMILES string: C=C/C(O)=C/C.O.O

Each line ends with the Mulliken charge.
Geometry (Å):
C -1.24070 -1.44932 -0.49111  -0.662
C -0.83351 -0.61032 0.47072  -0.426
C -0.63542 0.83537 0.37140  0.459
O -1.36608 1.46091 1.38322  -0.573
C 0.21541 1.45170 -0.44438  -0.090
C 0.36861 2.92489 -0.45560  -1.117
H -1.74537 -1.11355 -1.39151  0.259
H -1.43371 -2.50127 -0.43338  0.306
H -0.77827 -0.80730 1.55161  0.296
H -1.81419 2.27555 1.04887  0.329
H 0.83287 0.83383 -1.12123  0.350
H 1.46159 3.18968 -0.41843  0.288
H -0.06512 3.51456 -1.25413  0.288
H -0.03704 3.37378 0.49035  0.292
O 5.01343 -1.94512 -3.42130  -0.644
H 5.79285 -2.32798 -3.90035  0.325
H 5.42432 -1.67912 -2.59294  0.319
O -3.38089 -2.38669 3.85597  -0.632
H -2.96009 -1.89205 3.13059  0.316
H -2.81870 -3.14754 3.62164  0.317

=====

Stability ranking, top and bottom: entry b is the most stable and entry a is the least stable.